9 unconnected molecules or ions with the total composition C48H114BF4N7O18 at a distorted geometry, computed with wB97M-V/def2-TZVPD.

```
192
Properties=species:S:1:pos:R:3:forces:R:3
C 1.29066 0.76031 0.02057 -3.93 -0.63 0.96
C 2.22621 -0.16633 -0.42518 0.91 1.73 0.21
C 1.71736 -1.48997 -1.00361 3.70 -1.45 -2.25
O 2.52672 -2.30017 -1.59301 -0.23 1.42 1.66
C 0.39578 -1.74971 -1.05360 -3.46 0.83 0.37
C -0.59616 -0.87419 -0.56150 1.85 -0.41 1.20
C -0.13747 0.49343 0.06426 3.34 -0.98 -1.78
O -0.95780 1.31180 0.46844 -1.62 0.92 1.07
O -1.78192 -1.23665 -0.42271 -1.57 0.65 0.07
O 3.40589 0.25455 -0.40296 0.60 -1.91 -0.69
H 1.59559 1.70329 0.44977 0.25 0.08 -0.15
H 0.00732 -2.59999 -1.59444 0.26 -0.29 -0.01
C -4.17446 5.07864 0.04094 -0.40 -0.74 0.66
O -4.46393 3.66541 0.24322 0.39 0.40 -1.13
C -3.75119 2.80344 -0.63252 1.16 -0.45 0.51
C -4.26281 1.37112 -0.57617 -0.82 0.62 0.99
N -3.89734 0.56932 0.68521 -1.10 1.20 0.16
H -4.62750 -0.11768 0.80763 -0.91 0.15 0.51
H -3.15273 -0.06805 0.44147 1.96 0.09 -0.07
C -3.69025 1.40220 2.01162 0.78 -2.59 -0.29
C -3.39973 0.39678 3.18587 -0.13 0.52 0.03
O -4.47676 -0.41859 3.49117 -2.15 1.45 -1.59
C -4.46741 -1.11843 4.68212 0.76 -1.64 0.52
H -3.12714 5.33867 0.19458 0.33 -0.38 0.04
H -4.74065 5.57392 0.82975 -0.07 0.09 -0.28
H -4.46575 5.45016 -0.94152 -0.24 -0.24 -0.06
H -2.69070 2.80150 -0.38060 0.33 0.10 0.18
H -3.75614 3.05259 -1.69366 -0.61 0.55 -0.15
H -3.98753 0.78582 -1.45352 0.18 0.00 0.22
H -5.34328 1.51440 -0.56374 -0.16 -0.49 0.01
H -4.56711 2.03189 2.16234 0.27 -0.07 -0.11
H -2.74299 1.90474 1.81606 -0.48 0.44 0.06
H -3.13431 0.94247 4.09134 0.18 0.63 -0.02
H -2.53252 -0.22870 2.97415 0.42 -0.03 -0.47
H -5.40556 -1.63094 4.89496 -0.14 0.10 -0.72
H -4.27646 -0.60628 5.62517 0.44 0.79 -0.26
H -3.69810 -1.86119 4.47099 0.15 -0.63 1.02
C -3.24755 4.23242 4.58788 -0.55 -0.06 0.10
O -2.40510 4.04072 3.44040 1.04 0.27 0.25
C -1.12211 4.71566 3.49626 -0.05 -2.02 -0.58
C -0.16729 3.97096 2.54295 -0.35 -1.07 0.32
N -0.10241 2.46479 2.94177 2.22 1.20 1.08
H -0.88315 2.19912 3.52484 -0.77 -0.06 -0.02
H -0.07884 1.89138 2.11066 -0.62 -0.41 -1.07
C 1.14731 2.00880 3.78100 -1.10 -0.54 0.39
C 0.91103 0.51452 4.16630 0.00 1.08 -1.29
O -0.39323 0.39091 4.70898 0.96 -0.31 -0.20
C -0.69493 -0.97548 5.01334 -0.60 0.45 1.05
H -3.76392 5.19229 4.57795 0.31 0.22 -0.06
H -2.76084 4.07925 5.55109 0.51 0.20 -0.12
H -4.04430 3.48866 4.57746 0.12 -0.16 -0.45
H -0.63641 4.50125 4.44821 -0.47 1.04 0.67
H -1.18612 5.74614 3.14681 0.03 0.17 0.69
H 0.87651 4.27890 2.60428 -0.20 0.38 0.14
H -0.47697 4.10060 1.50594 -0.03 -0.70 -0.01
H 1.23173 2.57188 4.71047 -0.37 0.41 -0.20
H 2.06451 2.14842 3.20886 -0.25 -0.10 -0.22
H 1.73717 0.14839 4.77584 -0.17 0.16 0.56
H 0.99157 -0.03818 3.23027 -0.20 -0.39 -0.28
H -0.18206 -1.31592 5.91287 0.55 0.05 -0.13
H -0.50241 -1.65954 4.18684 -0.08 0.15 -0.16
H -1.73599 -0.96930 5.33625 -0.06 -0.18 -0.48
C 3.06723 3.97733 0.40934 -0.27 -1.29 -0.48
O 1.84405 4.74372 0.29622 1.22 0.35 0.90
C 2.03903 5.96119 -0.39254 -0.15 1.47 0.95
C 2.51072 7.18780 0.56354 -0.23 -1.07 -0.22
N 1.71294 7.20267 1.85578 0.74 1.53 -0.56
H 0.72114 7.25718 1.67281 -0.46 -0.29 -0.04
H 1.88701 6.38162 2.41763 0.05 -0.46 0.03
C 2.03231 8.44070 2.71055 -0.70 0.28 -0.55
C 1.44586 8.17795 4.05687 -0.73 -0.42 1.74
O 0.05742 7.83449 3.98933 0.36 -1.24 -1.05
C -0.90906 8.87533 3.73323 0.90 0.01 1.22
H 2.99498 3.07913 1.02262 -0.99 0.19 0.46
H 3.94988 4.44051 0.85037 -0.09 0.83 -0.61
H 3.18238 3.49476 -0.56121 0.87 0.46 -0.23
H 1.05911 6.18682 -0.81320 -0.09 0.39 0.20
H 2.69444 5.90604 -1.26174 0.42 -0.19 0.22
H 2.43761 8.18113 0.12075 -0.66 -0.18 -0.36
H 3.55150 7.20773 0.88677 0.11 -0.79 -0.11
H 1.46844 9.27356 2.29043 0.36 0.00 -0.51
H 3.10429 8.62533 2.64082 -0.12 -0.01 0.33
H 1.55668 8.89943 4.86636 0.38 0.90 -0.65
H 1.98579 7.34424 4.50577 -0.32 -0.61 -0.04
H -1.90713 8.43720 3.73096 0.24 -0.20 -0.28
H -0.68551 9.41490 2.81290 -0.21 0.17 0.05
H -0.85246 9.49193 4.63027 -0.23 0.68 -0.37
C 0.14697 -3.88391 2.26484 0.31 1.75 -0.34
O -0.24730 -4.54941 1.05592 1.50 1.79 0.43
C -1.31260 -5.38277 1.24080 -1.63 -2.22 -0.36
C -2.69595 -4.69799 1.19387 0.63 1.53 0.30
N -2.83208 -3.67170 0.03021 0.68 -3.36 -0.28
H -3.75576 -3.26470 0.06583 -0.46 -0.27 -0.23
H -2.19703 -2.89025 0.10859 0.75 0.69 -0.06
C -2.55336 -4.32294 -1.40197 -1.27 -0.18 0.87
C -3.45391 -5.55547 -1.67966 -0.93 0.17 -0.43
O -4.82532 -5.43541 -1.33347 -0.66 0.04 0.34
C -5.59692 -4.55845 -2.17316 1.19 0.93 0.88
H -0.67283 -3.40919 2.80398 -0.59 -0.73 0.10
H 0.69772 -2.97882 2.00871 0.32 -0.14 -0.69
H 0.81588 -4.38736 2.96282 -0.41 -0.89 -0.26
H -1.11237 -5.89773 2.18039 -0.95 -0.14 0.36
H -1.29711 -6.18467 0.50269 0.33 0.18 -0.35
H -2.69913 -4.12933 2.12378 -0.61 0.42 -0.09
H -3.58270 -5.33180 1.18742 0.38 -0.26 -0.21
H -1.53616 -4.70986 -1.46288 0.09 0.54 0.31
H -2.70258 -3.48585 -2.08396 0.08 -0.31 -0.07
H -3.11743 -6.46910 -1.18960 0.15 0.35 0.39
H -3.42432 -5.80743 -2.73973 0.60 0.39 -0.25
H -5.44941 -4.72566 -3.24011 -0.14 -0.27 0.05
H -5.21132 -3.57236 -1.91426 0.17 0.68 -0.56
H -6.63615 -4.44372 -1.86506 0.01 -1.06 -0.03
C -1.08604 -8.27071 -1.71705 -1.08 1.34 1.41
O -0.24428 -7.11956 -1.45344 0.68 -0.75 -0.55
C 0.80005 -6.95944 -2.42025 0.02 -0.42 0.68
C 1.46360 -5.62827 -2.14596 0.34 0.96 1.04
N 1.90634 -5.30430 -0.64943 0.70 -1.85 -0.55
H 2.14814 -4.32498 -0.59871 0.56 0.79 -0.50
H 1.10803 -5.33218 -0.03135 -0.65 -0.37 0.34
C 3.05763 -6.17028 -0.03546 -0.68 1.60 -0.02
C 3.54817 -5.55503 1.32798 0.02 -0.60 0.82
O 3.24784 -4.20606 1.43799 -0.92 2.42 0.01
C 3.44882 -3.64285 2.75953 -0.24 -0.83 -0.48
H -1.63733 -8.18942 -2.65383 0.81 -0.32 -0.53
H -1.89313 -8.08258 -1.00902 -0.09 -0.40 0.31
H -0.66644 -9.23143 -1.41866 0.39 0.09 -0.64
H 0.34175 -7.03741 -3.40614 0.18 0.82 -0.28
H 1.55485 -7.74570 -2.43300 -0.05 -0.50 0.62
H 0.73516 -4.84708 -2.36325 0.35 0.25 -0.15
H 2.41803 -5.47501 -2.64961 -0.42 -0.06 -0.54
H 3.91307 -6.14903 -0.71063 -0.38 -0.10 -0.32
H 2.62473 -7.16856 0.02874 0.39 0.04 0.27
H 4.62487 -5.60403 1.49056 0.30 -0.83 -0.60
H 3.12549 -6.03262 2.21192 -0.35 -0.66 -0.15
H 2.91463 -4.26104 3.48104 0.30 -0.30 0.23
H 3.00339 -2.65545 2.88090 0.03 0.08 -0.79
H 4.50736 -3.57243 3.00977 0.05 -0.19 0.01
C 0.09102 3.75278 -1.96894 0.15 0.35 0.10
O -0.63167 3.24543 -3.09392 1.82 -2.05 0.91
C -1.57273 4.00183 -3.72381 -0.77 1.47 -0.48
C -1.99574 3.44888 -5.11291 -0.65 -0.74 3.02
N -2.78843 2.10372 -4.91096 1.55 -1.12 -1.37
H -3.76852 2.17721 -4.67828 -0.35 0.56 0.42
H -2.82563 1.79543 -5.87204 -0.29 -0.52 -0.60
C -2.18650 0.86732 -4.15048 0.19 2.18 0.60
C -2.74238 -0.47772 -4.53311 0.42 -0.20 -1.61
O -4.12303 -0.44633 -4.76109 -0.99 0.69 1.66
C -4.72086 -1.74041 -4.71909 -0.35 -1.02 -1.26
H -0.50785 4.16743 -1.15806 -0.74 0.22 -0.25
H 0.83570 4.50211 -2.23736 -0.20 0.22 -0.54
H 0.67149 3.00175 -1.43310 -0.30 -0.73 -0.70
H -1.17390 5.00033 -3.90279 -0.12 0.39 -0.20
H -2.42197 4.10870 -3.04893 -0.56 0.20 -0.17
H -1.08117 3.30747 -5.68881 -0.48 -0.43 -0.36
H -2.76548 4.08330 -5.55236 0.52 0.23 -0.23
H -2.34073 1.12488 -3.10263 -0.24 -0.16 0.08
H -1.11340 1.01084 -4.27677 0.00 -0.61 -0.22
H -2.35736 -1.16940 -3.78382 -0.36 -0.29 0.28
H -2.34460 -0.82146 -5.48795 0.76 -0.04 -0.04
H -4.27583 -2.33915 -5.51380 0.39 -0.27 0.31
H -5.77274 -1.76617 -5.00369 -0.08 1.06 0.12
H -4.67477 -2.28856 -3.77808 0.60 0.41 0.20
C 5.96510 -0.66981 2.16782 1.00 0.65 0.35
O 6.59101 -1.20389 1.01510 -0.94 -0.02 -0.70
C 5.88483 -2.29754 0.47193 -0.56 -0.49 0.67
C 6.25771 -2.57473 -0.95969 -0.82 1.96 0.94
N 5.64340 -1.36481 -1.80808 1.69 -1.78 -0.54
H 4.74638 -1.00576 -1.51391 -1.49 -0.75 0.80
H 6.16465 -0.52053 -1.61947 1.22 0.11 -0.28
C 5.56812 -1.74166 -3.27845 0.71 0.86 0.15
C 5.40439 -0.50635 -4.22397 0.95 -1.91 0.53
O 6.63067 0.23990 -4.21740 -1.26 -0.37 0.59
C 6.62704 1.49449 -4.88981 0.32 0.58 0.43
H 6.54453 0.22182 2.40731 0.18 -0.15 0.21
H 6.04636 -1.36905 3.00002 -0.15 -0.07 0.12
H 4.94905 -0.28952 2.06242 -0.35 -0.50 -0.58
H 4.80048 -2.20701 0.53597 -0.30 0.69 -0.12
H 6.02302 -3.19643 1.07276 0.65 -0.34 0.09
H 5.84001 -3.55160 -1.20331 -0.16 0.43 -0.72
H 7.34685 -2.57854 -1.00265 -0.11 0.23 -0.77
H 4.76265 -2.47604 -3.27482 -0.24 0.36 -0.57
H 6.48610 -2.24863 -3.57576 0.12 0.04 0.37
H 4.47442 -0.05196 -3.88222 0.13 0.98 -0.44
H 5.31968 -1.00337 -5.19035 -0.59 0.40 -0.32
H 7.49650 2.03108 -4.51009 0.06 -0.12 -0.03
H 5.76723 2.10976 -4.62474 -0.30 -0.15 0.00
H 6.73147 1.47121 -5.97455 -0.19 -0.56 -0.06
B -1.49395 -4.29166 -4.48081 -0.58 0.12 -1.76
F -1.09315 -4.01953 -5.72945 1.71 1.09 -2.25
F -2.82790 -3.96564 -4.49701 -2.21 1.37 1.49
F -1.44975 -5.60631 -4.29449 0.61 -3.71 1.38
F -0.71825 -3.65656 -3.54384 0.63 1.27 1.50
```
Positions in Å, forces in eV/Å.

Values from the calculation:
**Max |F|**: 4.56 eV/Å
**HOMO level**: -15.14 eV
**2S+1**: 1
**Total charge**: +4